154
Properties=species:S:1:pos:R:3:mulliken_charge:R:1 method="wB97M-V/def2-TZVPD" fmax_ev_per_a=5.2 charge=+1 e_homo_ev=-10.37 orbital_gap_ev=6.16 molar_mass_g_mol=2747.770
C 1.55 6.39 -1.38 -0.69
P 2.17 4.67 -0.91 0.51
O 1.76 4.51 0.77 -0.38
C 1.29 3.29 -1.95 -0.54
C -0.26 3.70 -2.02 -0.53
C -1.04 3.43 -0.64 1.53
C -1.68 4.74 0.05 -0.87
S -1.31 4.86 1.87 0.00
C -1.87 3.29 2.73 -0.19
S -3.01 3.43 3.94 -0.09
N -1.25 2.04 2.24 1.04
C 0.15 1.86 2.68 0.77
C 0.83 0.49 2.36 -0.37
C 2.33 0.21 2.73 -0.70
C 3.22 1.27 3.43 0.28
C 2.53 2.63 3.79 -0.75
C 1.03 2.92 3.40 -0.43
C -2.08 0.84 2.42 -0.67
C -2.38 0.10 3.74 -0.25
C -3.30 -1.18 3.70 -0.09
C -3.91 -1.77 2.40 0.12
C -3.58 -1.03 1.07 -0.71
C -2.71 0.24 1.11 0.05
N 1.69 1.94 -1.48 1.09
N 1.03 0.99 -0.72 -0.66
C 2.93 1.53 -1.84 -0.07
C 3.53 2.71 -2.75 0.43
O 4.38 1.95 -3.69 -0.46
C 2.17 3.35 -3.33 1.10
N 1.50 2.55 -4.38 -0.63
O 2.52 4.64 -3.85 -0.47
H 2.49 7.05 -1.52 0.35
H 0.83 6.86 -0.64 0.26
H 1.06 6.36 -2.42 0.17
H 1.70 3.54 0.92 0.14
H -0.46 4.76 -2.40 -0.56
H -0.75 3.00 -2.81 0.21
H -1.91 2.70 -0.84 0.18
H -0.26 3.02 0.10 -1.09
H -2.82 4.80 -0.14 0.34
H -1.23 5.67 -0.45 0.32
H 0.29 -0.36 1.81 0.43
H 2.79 -0.79 2.45 0.38
H 4.32 1.05 3.67 -0.24
H 3.20 3.40 4.31 0.33
H 0.62 3.94 3.67 0.28
H -1.95 0.51 4.72 0.36
H -3.55 -1.74 4.68 -0.07
H -4.58 -2.68 2.34 0.03
H -3.96 -1.37 0.04 0.34
H -2.49 0.77 0.12 0.04
H 0.01 0.97 -0.88 0.20
H 1.46 0.06 -0.79 0.31
H 3.43 0.55 -1.57 0.13
H 4.30 3.39 -2.25 -0.41
H 4.81 1.22 -3.17 0.21
H 2.13 1.89 -4.85 0.29
H 0.74 1.97 -3.99 0.33
H 3.43 4.57 -4.21 0.41
C -5.55 -4.91 5.03 0.25
Cl -6.93 -4.91 6.13 -0.12
Cl -6.07 -4.52 3.39 -0.12
Cl -4.30 -3.77 5.58 -0.14
H -5.12 -5.91 5.02 0.12
C -2.24 5.93 -4.75 -0.01
Cl -2.83 7.59 -4.77 -0.11
Cl -0.48 5.90 -4.55 -0.03
Cl -3.02 5.00 -3.46 -0.09
H -2.48 5.46 -5.70 0.36
C -5.66 -8.27 1.60 0.64
Cl -5.34 -7.40 0.09 -0.06
Cl -4.51 -7.80 2.85 -0.11
Cl -7.32 -7.98 2.14 -0.11
H -5.55 -9.33 1.41 -0.33
C 6.01 -1.85 -4.52 0.54
Cl 6.32 -3.59 -4.56 -0.03
Cl 5.49 -1.35 -2.90 -0.14
Cl 7.45 -0.95 -5.01 -0.10
H 5.21 -1.63 -5.22 -0.30
C -3.30 7.82 3.68 0.59
Cl -4.69 7.83 4.76 0.00
Cl -3.78 8.24 2.03 -0.15
Cl -2.05 8.94 4.26 -0.14
H -2.88 6.82 3.67 -0.29
C -5.76 6.20 8.30 -0.12
Cl -4.94 5.27 7.04 -0.03
Cl -4.59 6.90 9.42 -0.12
Cl -6.78 7.46 7.58 -0.05
H -6.41 5.52 8.85 0.35
C -3.93 -6.12 -3.34 0.02
Cl -2.42 -5.25 -3.08 -0.13
Cl -5.20 -5.52 -2.26 -0.13
Cl -4.44 -6.00 -5.03 -0.04
H -3.76 -7.17 -3.11 0.28
C -8.74 10.08 5.23 -0.07
Cl -9.31 10.74 3.68 -0.13
Cl -7.28 9.11 4.99 -0.04
Cl -8.44 11.38 6.39 -0.08
H -9.52 9.44 5.63 0.31
C 8.85 -1.95 -1.27 0.73
Cl 9.17 -3.69 -1.32 -0.12
Cl 8.33 -1.45 0.34 -0.10
Cl 10.29 -1.04 -1.76 -0.12
H 8.05 -1.72 -1.98 -0.38
C 2.72 -2.85 -6.88 -0.11
Cl 2.20 -2.26 -8.46 -0.09
Cl 4.20 -3.81 -7.03 -0.03
Cl 2.95 -1.49 -5.76 -0.09
H 1.94 -3.49 -6.47 0.33
C -4.87 -12.04 3.37 -0.02
Cl -6.24 -12.04 4.48 -0.07
Cl -5.40 -11.69 1.72 -0.16
Cl -3.64 -10.88 3.90 -0.10
H -4.42 -13.04 3.38 0.34
C -4.17 -4.62 -8.46 0.15
Cl -5.17 -3.37 -9.21 -0.12
Cl -5.18 -5.92 -7.80 -0.14
Cl -3.01 -5.27 -9.63 -0.12
H -3.61 -4.17 -7.64 0.23
C -6.05 -12.46 8.85 0.02
Cl -5.41 -14.06 9.24 -0.12
Cl -5.01 -11.65 7.67 -0.09
Cl -7.70 -12.59 8.23 -0.12
H -6.06 -11.87 9.76 0.31
C 6.55 4.80 -0.18 0.03
Cl 7.35 4.87 -1.75 -0.15
Cl 7.11 6.11 0.87 -0.14
Cl 4.78 4.88 -0.38 -0.15
H 6.80 3.85 0.29 0.22
C 4.17 -2.41 -11.56 0.18
Cl 4.77 -4.01 -11.13 -0.10
Cl 5.27 -1.61 -12.69 -0.12
Cl 2.54 -2.52 -12.26 -0.12
H 4.11 -1.81 -10.66 0.17
C 6.78 -0.58 4.72 -0.01
Cl 6.65 0.77 3.59 -0.13
Cl 5.66 -0.37 6.07 -0.10
Cl 6.47 -2.12 3.89 -0.11
H 7.80 -0.60 5.11 0.34
C -6.59 12.98 9.52 0.13
Cl -6.26 11.25 9.42 -0.08
Cl -7.09 13.42 11.16 -0.13
Cl -5.16 13.91 9.04 -0.12
H -7.40 13.22 8.84 0.19
C 7.05 -6.78 -6.24 0.33
Cl 7.97 -7.06 -4.76 -0.10
Cl 7.91 -7.40 -7.66 -0.13
Cl 5.44 -7.51 -6.13 -0.12
H 6.92 -5.70 -6.37 0.04
C 10.10 -10.76 -5.03 -0.01
Cl 10.93 -11.73 -6.26 -0.13
Cl 11.26 -10.04 -3.92 -0.13
Cl 9.10 -9.51 -5.79 -0.05
H 9.45 -11.42 -4.47 0.30